[1]
{"formula": "C24H68N4O8", "method": "the ωB97M-V functional and the def2-TZVPD basis", "multiplicity": 1, "homo_energy_ev": -8.90, "gap_ev": 9.5, "smiles": "COC[C@H](C)N.COC[C@H](C)N.COC[C@H](C)N.COC[C@H](C)N.CCO.CCO.CCO.CCO", "e_lumo_ev": 0.5736, "elements": ["C", "C", "C", "O", "C", "N", "H", "H", "H", "H", "H", "H", "H", "H", "H", "H", "H", "C", "C", "C", "O", "C", "N", "H", "H", "H", "H", "H", "H", "H", "H", "H", "H", "H", "C", "C", "C", "O", "C", "N", "H", "H", "H", "H", "H", "H", "H", "H", "H", "H", "H", "C", "C", "C", "O", "C", "N", "H", "H", "H", "H", "H", "H", "H", "H", "H", "H", "H", "C", "C", "O", "H", "H", "H", "H", "H", "H", "C", "C", "O", "H", "H", "H", "H", "H", "H", "C", "C", "O", "H", "H", "H", "H", "H", "H", "C", "C", "O", "H", "H", "H", "H", "H", "H"], "coordinates": [[7.999, 16.118, 8.748], [9.263, 15.816, 7.936], [9.495, 14.251, 8.088], [10.629, 13.898, 7.348], [10.780, 12.494, 7.330], [9.051, 16.172, 6.557], [7.985, 15.559, 9.710], [7.092, 15.937, 8.183], [7.872, 17.181, 8.975], [10.142, 16.340, 8.315], [8.636, 13.775, 7.607], [9.588, 13.838, 9.131], [10.109, 12.071, 6.565], [10.621, 12.087, 8.361], [11.793, 12.328, 7.009], [9.852, 15.949, 5.998], [8.304, 15.619, 6.192], [12.027, 10.217, 12.233], [11.006, 10.241, 13.384], [10.046, 9.083, 13.121], [9.308, 9.283, 11.975], [8.435, 8.181, 11.792], [11.584, 10.071, 14.686], [11.500, 10.368, 11.286], [12.496, 9.232, 12.178], [12.692, 11.029, 12.368], [10.438, 11.199, 13.423], [9.420, 8.846, 13.927], [10.668, 8.139, 13.001], [8.190, 8.149, 10.771], [7.553, 8.193, 12.469], [8.914, 7.194, 11.934], [11.775, 10.985, 15.069], [10.937, 9.596, 15.294], [7.362, 13.470, 15.843], [8.695, 12.833, 15.364], [9.885, 13.676, 15.779], [11.132, 13.048, 15.317], [12.269, 13.767, 15.582], [8.827, 11.490, 16.048], [7.297, 14.538, 15.649], [7.345, 13.200, 16.881], [6.472, 12.929, 15.507], [8.781, 12.824, 14.295], [9.956, 13.687, 16.900], [9.779, 14.682, 15.280], [12.114, 14.848, 15.498], [13.024, 13.380, 14.848], [12.697, 13.486, 16.618], [9.796, 11.227, 15.915], [8.380, 10.643, 15.617], [14.719, 16.447, 12.190], [14.082, 17.856, 12.253], [12.735, 17.742, 11.558], [11.997, 18.971, 11.579], [11.296, 19.282, 10.365], [13.983, 18.315, 13.667], [14.803, 16.246, 11.115], [14.167, 15.623, 12.662], [15.791, 16.463, 12.532], [14.659, 18.604, 11.725], [12.069, 17.121, 12.163], [12.851, 17.422, 10.488], [11.981, 19.437, 9.489], [10.643, 20.110, 10.512], [10.670, 18.462, 10.107], [13.154, 17.900, 14.116], [13.957, 19.308, 13.660], [6.339, 12.685, 10.092], [7.370, 11.529, 10.023], [8.575, 11.833, 10.642], [6.026, 12.648, 11.167], [5.591, 12.479, 9.355], [6.767, 13.659, 9.891], [7.604, 11.362, 8.947], [6.922, 10.604, 10.360], [8.916, 11.041, 11.138], [13.704, 14.603, 9.142], [13.460, 15.808, 8.221], [14.318, 16.872, 8.549], [12.936, 13.927, 9.235], [13.901, 15.139, 10.073], [14.577, 14.046, 8.777], [12.486, 16.229, 8.378], [13.475, 15.608, 7.123], [15.182, 16.728, 8.150], [6.805, 18.121, 12.131], [8.139, 18.681, 11.805], [9.113, 18.494, 12.865], [6.349, 18.632, 12.980], [6.989, 17.053, 12.405], [6.221, 18.219, 11.174], [7.982, 19.813, 11.490], [8.613, 18.081, 10.963], [10.003, 18.536, 12.530], [11.152, 13.827, 11.906], [10.167, 14.937, 11.903], [10.400, 15.694, 13.138], [12.146, 14.280, 11.774], [11.024, 13.123, 11.054], [11.194, 13.336, 12.903], [9.183, 14.500, 11.979], [10.236, 15.652, 11.033], [9.774, 16.394, 13.106]]}

---

[2]
{"formula": "C24H68O16", "method": "the ωB97M-V functional and the def2-TZVPD basis", "multiplicity": 1, "homo_energy_ev": -7.49, "gap_ev": 7.1, "e_lumo_ev": -0.3564, "elements": ["C", "C", "O", "O", "H", "H", "H", "H", "H", "H", "C", "C", "O", "O", "H", "H", "H", "H", "H", "H", "C", "C", "O", "O", "H", "H", "H", "H", "H", "H", "C", "C", "O", "O", "H", "H", "H", "H", "H", "H", "C", "C", "O", "O", "H", "H", "H", "H", "H", "H", "C", "C", "O", "O", "H", "H", "H", "H", "H", "H", "C", "C", "C", "O", "H", "H", "H", "H", "H", "H", "H", "H", "C", "C", "C", "O", "H", "H", "H", "H", "H", "H", "H", "H", "C", "C", "C", "O", "H", "H", "H", "H", "H", "H", "H", "H", "C", "C", "C", "O", "H", "H", "H", "H", "H", "H", "H", "H"], "coordinates": [[34.961, 42.037, 7.016], [34.543, 42.827, 5.718], [33.902, 43.949, 6.099], [35.574, 40.831, 6.752], [34.012, 41.802, 7.682], [35.741, 42.516, 7.542], [33.863, 42.258, 5.078], [35.340, 42.956, 5.133], [34.595, 44.679, 6.478], [34.778, 40.115, 6.596], [31.692, 34.682, 8.259], [32.001, 35.833, 7.240], [33.396, 35.767, 6.935], [30.251, 34.664, 8.530], [32.144, 34.947, 9.232], [32.139, 33.786, 8.251], [31.607, 36.587, 7.795], [31.463, 35.649, 6.385], [33.654, 35.929, 5.968], [29.789, 34.117, 7.938], [33.885, 39.625, 7.778], [34.736, 38.856, 6.744], [35.233, 37.689, 7.321], [33.578, 40.859, 7.126], [34.618, 39.862, 8.628], [32.950, 39.108, 8.093], [35.682, 39.594, 6.536], [34.376, 38.521, 5.785], [34.654, 37.005, 7.244], [32.563, 40.738, 7.001], [37.794, 36.186, 9.160], [38.502, 37.178, 8.208], [37.779, 37.173, 6.892], [38.554, 36.137, 10.329], [37.651, 35.101, 8.922], [36.703, 36.288, 9.309], [39.468, 36.851, 8.039], [38.521, 38.147, 8.634], [36.897, 37.480, 7.177], [38.486, 35.298, 10.697], [31.221, 38.507, 11.708], [31.387, 38.231, 10.214], [31.173, 39.454, 9.488], [31.218, 37.249, 12.397], [30.278, 39.099, 11.909], [31.916, 39.136, 12.103], [30.638, 37.583, 9.867], [32.282, 37.580, 9.917], [30.275, 39.891, 9.549], [30.509, 36.748, 11.938], [30.537, 39.552, 5.996], [31.127, 39.509, 4.519], [30.853, 38.257, 3.942], [30.703, 40.775, 6.613], [31.062, 38.731, 6.466], [29.369, 39.363, 5.714], [32.112, 39.782, 4.374], [30.552, 40.289, 3.825], [30.032, 38.307, 3.548], [29.903, 41.387, 6.156], [39.320, 42.137, 7.978], [38.955, 41.953, 6.522], [40.200, 41.863, 5.676], [38.249, 40.820, 6.419], [39.721, 41.227, 8.479], [38.382, 42.180, 8.498], [39.722, 43.129, 8.471], [38.373, 42.799, 6.213], [40.766, 41.044, 5.776], [41.009, 42.691, 6.127], [40.113, 41.981, 4.613], [37.451, 40.868, 6.511], [35.666, 39.899, 3.303], [37.144, 39.435, 3.802], [37.680, 38.366, 2.835], [37.976, 40.440, 3.899], [35.131, 40.630, 4.004], [34.852, 39.049, 3.295], [35.518, 40.497, 2.558], [37.113, 38.810, 4.776], [38.442, 37.823, 3.205], [37.831, 38.976, 1.961], [36.977, 37.494, 2.694], [37.664, 41.163, 4.484], [35.557, 42.640, 10.578], [36.174, 41.268, 10.625], [37.226, 40.932, 9.637], [36.601, 40.959, 11.964], [36.360, 43.492, 10.797], [34.893, 42.789, 11.245], [35.037, 42.914, 9.704], [35.436, 40.349, 10.580], [37.937, 41.862, 9.727], [36.868, 41.021, 8.594], [37.716, 39.935, 9.821], [36.814, 40.063, 11.997], [34.808, 35.104, 3.781], [33.476, 35.748, 3.332], [32.408, 34.681, 3.634], [33.251, 36.826, 4.218], [34.839, 34.148, 3.143], [35.012, 34.948, 4.797], [36.110, 35.405, 3.666], [33.365, 36.006, 2.135], [32.379, 33.817, 2.876], [31.523, 34.931, 3.672], [32.409, 34.138, 4.642], [32.632, 37.473, 3.889]]}